# 1
Here is a molecular structure, C24H27GdNOSi in a non-equilibrium geometry from OMol25. Energies are from the ωB97M-V functional and the def2-TZVPD basis.

Last column: Löwdin charge in e.
Element x y z (Å)
1 C 1.24748 -0.27067 1.16730  -0.178
2 C 1.66958 1.03001 0.78335  -0.172
3 C 0.82933 1.99431 1.42080  -0.225
4 H 2.59921 1.26295 0.27162  0.110
5 C -0.04818 1.27108 2.31011  -0.275
6 C 0.19345 -0.11980 2.10526  -0.267
7 H -0.25710 -0.93488 2.65742  0.094
8 H 1.72790 -1.22399 0.93097  0.117
9 H 0.94768 3.09242 1.37158  0.116
10 H -0.81947 1.70660 2.96672  0.111
11 Gd -1.02980 0.84311 0.07894  1.588
12 C -0.38626 -0.00418 -2.06869  -0.221
13 H -0.00310 1.05899 -1.91942  -0.015
14 H -0.42397 -0.83019 -1.35920  -0.037
15 H -0.79065 -0.22184 -3.06767  -0.002
16 Si 2.70726 -0.60903 -2.90897  0.746
17 C 1.81288 -1.82316 -4.10342  -0.289
18 C 2.43782 -3.08434 -3.97443  -0.142
19 H 3.13719 -3.23080 -3.17080  0.070
20 C 2.31611 -4.07257 -4.97020  -0.077
21 H 2.96021 -4.94188 -4.90880  0.103
22 C 1.36955 -3.90318 -5.97807  -0.105
23 H 1.19624 -4.76169 -6.66160  0.117
24 C 0.61414 -2.75110 -6.05228  -0.098
25 H -0.08008 -2.64787 -6.88058  0.100
26 C 0.79581 -1.70185 -5.11115  -0.087
27 H 0.14880 -0.79183 -5.16299  0.097
28 C 3.39723 1.04097 -3.49317  -0.314
29 C 4.62478 0.64863 -4.07705  -0.171
30 H 4.73116 -0.33868 -4.55876  0.099
31 C 5.82177 1.32335 -3.78627  -0.076
32 H 6.78213 0.78661 -3.92298  0.117
33 C 5.77649 2.58490 -3.17505  -0.084
34 H 6.71253 3.08940 -2.92023  0.107
35 C 4.53728 3.07890 -2.75365  -0.089
36 H 4.52053 4.00550 -2.18556  0.099
37 C 3.35679 2.32612 -2.93541  -0.114
38 H 2.41992 2.70986 -2.51334  0.090
39 H 1.84826 -0.50630 -1.64502  -0.042
40 H 4.06456 -1.16293 -2.65054  0.010
41 O -2.67443 2.04157 -1.05990  -0.200
42 C -4.01172 1.67964 -0.77662  -0.151
43 C -4.07855 1.18447 0.64583  -0.243
44 C -5.15228 1.46458 1.46114  0.005
45 C -5.14655 1.05221 2.79145  0.009
46 C -4.05090 0.28012 3.24206  -0.013
47 C -3.05019 -0.11370 2.35351  -0.080
48 N -3.04839 0.41879 1.08539  -0.065
49 H -2.52801 2.40800 -1.97452  0.157
50 H -4.63260 2.55456 -0.86069  0.132
51 H -4.34311 0.91281 -1.47784  0.148
52 H -5.94698 2.04173 1.01134  0.129
53 H -5.94765 1.34473 3.45523  0.124
54 H -3.97086 -0.02673 4.28021  0.120
55 H -2.26678 -0.85829 2.62966  0.119

Properties
HOMO-LUMO gap (spin up / spin down) ... 6.06 / 6.83 eV
LUMO level (spin up / spin down) ... -3.81 / -3.76 eV
Highest occupied orbital energy (spin up / spin down) ... -9.88 / -10.60 eV
Spin multiplicity ... 8
E_tot ... -57565.3782 eV
Total charge ... +1

***

# 2
Here is a molecular structure, C24H27N13OPt in a non-equilibrium geometry from OMol25. Energies are from the ωB97M-V functional and the def2-TZVPD basis.

Last column: Löwdin charge in e.
Element x y z (Å)
1 Pt 2.13509 -0.33043 0.49053  1.112
2 C 0.42485 3.16491 -3.41405  -0.062
3 N 0.82751 2.58795 -2.15877  -0.116
4 C 0.86508 1.30013 -1.79689  -0.095
5 N 1.29215 1.22226 -0.53771  -0.133
6 C 1.51028 2.51704 -0.18144  -0.185
7 N 1.22633 3.34714 -1.14569  0.155
8 C -1.00897 2.84604 -3.77750  -0.204
9 C -1.41447 2.94426 -5.11611  -0.015
10 C -2.74175 2.70132 -5.47176  -0.043
11 C -3.66512 2.32182 -4.52979  0.015
12 C -3.26255 2.18665 -3.17849  -0.126
13 C -1.92413 2.49119 -2.81866  0.025
14 C -4.12851 1.71141 -2.18665  -0.242
15 N -5.36459 1.19725 -2.31594  0.098
16 N -5.74458 0.73913 -1.19099  0.098
17 C -4.78053 0.95078 -0.28048  -0.240
18 O -3.71543 1.58559 -0.88052  0.111
19 C -4.70673 0.55402 1.06192  -0.127
20 C -5.68358 -0.26558 1.67681  0.016
21 C -5.47694 -0.70952 2.95940  -0.042
22 C -4.33658 -0.33920 3.67669  -0.006
23 C -3.39532 0.52026 3.10220  -0.204
24 C -2.16105 0.97366 3.85526  -0.052
25 N -0.98597 0.35729 3.28186  -0.092
26 C -0.26136 0.72314 2.22289  -0.093
27 N 0.67128 -0.20259 1.98863  -0.091
28 C 0.44477 -1.12820 2.95972  -0.176
29 N -0.54685 -0.80615 3.73867  0.156
30 C -3.57071 0.95010 1.80932  0.023
31 H 1.09355 2.81949 -4.20992  0.141
32 H 0.54991 4.24694 -3.30378  0.150
33 H 0.56815 0.47503 -2.41398  0.155
34 H 1.87346 2.82842 0.77798  0.123
35 H -0.69469 3.21530 -5.87178  0.117
36 H -3.03535 2.81102 -6.50264  0.118
37 H -4.69200 2.12403 -4.78653  0.124
38 H -1.65445 2.42403 -1.77541  0.114
39 H -6.56014 -0.54096 1.11460  0.124
40 H -6.20011 -1.35606 3.42789  0.117
41 H -4.18371 -0.70616 4.67867  0.117
42 H -2.21910 0.67450 4.90337  0.140
43 H -2.05935 2.05951 3.78965  0.144
44 H -0.41231 1.62836 1.66809  0.130
45 H 0.99286 -2.03647 3.09686  0.102
46 H -2.86038 1.61407 1.34046  0.110
47 C 5.42061 -4.64735 1.25202  -0.016
48 N 4.38191 -3.74781 1.71725  -0.130
49 C 3.72700 -4.05193 2.97632  -0.014
50 C 4.00980 -2.65716 1.02015  -0.372
51 N 3.13965 -1.79462 1.46823  -0.025
52 N 4.60183 -2.49123 -0.21514  0.181
53 C 4.42601 -1.49011 -1.13039  -0.444
54 N 5.17718 -1.61027 -2.24499  0.200
55 N 3.58442 -0.51150 -0.95057  -0.022
56 H 5.57132 -5.41754 2.00268  0.103
57 H 6.37210 -4.12370 1.12752  0.110
58 H 5.13225 -5.15177 0.32519  0.108
59 H 4.14801 -4.96555 3.38165  0.101
60 H 2.65720 -4.22086 2.83288  0.106
61 H 3.88567 -3.26697 3.71909  0.108
62 H 2.86575 -1.96335 2.42709  0.034
63 H 5.24237 -3.22806 -0.47808  0.134
64 H 5.87743 -2.32653 -2.34934  0.130
65 H 5.16396 -0.89416 -2.95102  0.130
66 H 3.58758 0.16774 -1.70656  0.086

Properties
HOMO-LUMO gap ... 6.99 eV
LUMO level ... -5.08 eV
Highest occupied orbital energy ... -12.07 eV
E_tot ... -49979.8334 eV
Total charge ... +2